Below is 2 unconnected molecules or ions with the total composition C8H18O2 at a distorted geometry, with properties calculated with wB97M-V/def2-TZVPD.

```
28
Properties=species:S:1:pos:R:3:forces:R:3:lowdin_charge:R:1
C 3.366449 1.315932 1.291256 -0.909 0.953 0.944 -0.0535
C 1.868414 0.176211 0.169637 -2.766 0.139 0.146 -0.4549
C 2.007755 0.544464 -1.265670 0.242 -0.356 -0.519 -0.0583
C 2.013627 -1.254192 0.554151 0.243 -0.522 -0.350 -0.0583
O 1.903306 1.155885 1.138048 2.221 -0.616 -0.617 -0.1219
O -1.903195 -1.156507 -1.136591 -2.223 0.622 0.620 -0.1220
C -1.868545 -0.176379 -0.168352 2.769 -0.145 -0.152 -0.4549
C -3.366455 -1.315876 -1.290531 0.914 -0.951 -0.942 -0.0535
C -2.012885 1.253988 -0.553303 -0.243 0.524 0.350 -0.0584
C -2.008342 -0.544275 1.266896 -0.244 0.355 0.519 -0.0584
H 3.627299 1.107170 2.313859 0.098 -0.101 0.507 0.0821
H 3.953696 0.675530 0.656394 -0.014 -0.357 -0.352 0.0807
H 3.622919 2.336882 1.069397 0.097 0.506 -0.107 0.0821
H 1.281096 0.029806 -1.914787 0.151 -0.200 0.332 0.0793
H 1.915399 1.602328 -1.585269 0.324 -0.448 0.833 0.0926
H 3.002396 0.127855 -1.530219 -0.159 0.442 -0.612 0.0792
H 1.287493 -1.911572 0.049419 0.149 0.329 -0.205 0.0793
H 3.007843 -1.520352 0.137579 -0.155 -0.608 0.450 0.0792
H 1.925506 -1.561547 1.615992 0.320 0.828 -0.458 0.0926
H -3.623440 -2.336615 -1.068676 -0.098 -0.509 0.107 0.0820
H -3.953588 -0.675091 -0.655986 0.013 0.357 0.353 0.0806
H -3.626600 -1.107000 -2.313232 -0.099 0.101 -0.509 0.0820
H -1.286715 1.911407 -0.048430 -0.151 -0.331 0.203 0.0793
H -1.924455 1.561158 -1.615251 -0.320 -0.828 0.461 0.0927
H -3.007191 1.520453 -0.137040 0.156 0.609 -0.451 0.0792
H -1.281759 -0.029744 1.916180 -0.151 0.200 -0.331 0.0793
H -3.003027 -0.127346 1.530838 0.159 -0.442 0.614 0.0792
H -1.916381 -1.602160 1.586608 -0.324 0.448 -0.832 0.0927
```
Positions in Å, forces in eV/Å.

energy above the lowest of the compared OMol25 structures with the same formula, charge and spin = 614.9 kJ/mol
highest occupied orbital energy = -6.538 eV
electronic energy = -12677.3227 eV
total charge = 0
Kohn-Sham gap = 7.44 eV

Below is a single C6H10 molecule, with properties calculated with wB97M-V/def2-TZVPD.

```
16
Properties=species:S:1:pos:R:3:forces:R:3:lowdin_charge:R:1
C 1.542744 -0.499244 0.800343 0.030 -0.024 0.093 -0.0878
C 0.639896 -0.219765 -0.409417 -0.003 0.060 0.021 -0.3853
C -0.527146 -1.193588 -0.462921 -0.089 -0.051 0.006 -0.1531
C -1.714834 -0.878539 -0.961423 0.058 -0.170 -0.007 0.0051
C -0.441721 1.729747 0.719274 0.075 0.031 -0.090 0.0073
C 0.071907 1.187430 -0.379084 -0.060 0.159 0.114 -0.1831
H 2.130044 -1.413104 0.659919 -0.149 0.087 -0.010 0.0766
H 2.235256 0.333955 0.953523 -0.054 -0.148 -0.030 0.0805
H 0.956482 -0.618492 1.718184 0.073 0.022 -0.135 0.0735
H 1.254913 -0.341388 -1.314169 -0.163 0.047 0.145 0.1340
H -1.870388 0.078270 -1.434739 -0.148 0.140 0.061 0.0539
H -0.378121 -2.168950 -0.005019 0.069 0.023 -0.042 0.1010
H -2.576296 -1.528939 -0.907678 0.110 -0.222 -0.090 0.0535
H -0.421307 1.196331 1.668164 -0.002 0.129 -0.133 0.0643
H -0.943700 2.693081 0.715873 0.180 -0.084 -0.053 0.0564
H -0.007320 1.712773 -1.329888 0.072 0.001 0.149 0.1031
```
Positions in Å, forces in eV/Å.

energy above the lowest of the compared OMol25 structures with the same formula, charge and spin = 119.9 kJ/mol
highest occupied orbital energy = -9.287 eV
SMILES = C=CC(C)C=C
electronic energy = -6382.6171 eV
total charge = 0
Kohn-Sham gap = 10.50 eV

Below is a molecular structure, C41H45CeNP2 at a distorted geometry, with properties calculated with wB97M-V/def2-TZVPD.

```
90
Properties=species:S:1:pos:R:3:forces:R:3:lowdin_charge:R:1
Ce 1.179450 -1.285989 1.532955 1.653 -0.465 3.458 1.5436
C -3.501794 0.776347 4.762514 -0.544 -0.627 -0.320 -0.1419
C -3.426817 0.790759 3.425231 -0.768 0.086 0.079 -0.1358
C -3.739690 1.991761 2.555402 0.186 0.000 -0.677 -0.1814
C -2.522464 2.667712 1.909253 -0.543 0.748 0.355 -0.1945
C -1.438272 2.954089 2.911910 1.462 -0.941 -0.358 -0.1142
C -1.346930 2.719137 4.235540 0.723 1.341 -0.559 -0.1459
C -2.367176 3.032538 5.283430 -0.610 -0.394 1.329 -0.1704
C -3.346030 1.912457 5.732712 -0.294 -0.088 0.013 -0.1722
C 2.154839 0.701632 1.967775 0.476 -0.131 0.387 -0.1609
H -3.747433 -0.174325 5.243099 0.679 -0.038 -0.100 0.1120
H -3.364715 -0.156315 2.838465 -0.370 0.534 0.741 0.0861
H -4.379251 2.738472 3.059429 0.344 -0.457 -0.035 0.1301
H -4.322554 1.544649 1.730559 -0.142 0.502 0.294 0.1147
H -2.130172 2.001731 1.118956 0.227 0.085 0.358 0.0991
H -2.801883 3.577299 1.345943 -0.104 -0.267 0.301 0.1209
H -0.478112 3.199441 2.433134 -0.093 -0.527 0.016 0.0915
H -0.314992 2.584904 4.638609 -0.752 0.710 -0.392 0.1031
H -2.942909 3.953684 5.063586 0.476 -0.564 -0.235 0.1269
H -1.789726 3.247954 6.203665 -0.272 0.269 -0.525 0.1171
H -2.986032 1.461157 6.676696 -0.146 0.210 -0.411 0.1104
H -4.315009 2.368249 5.993933 0.202 -0.186 -0.119 0.1235
H 2.257407 0.633539 3.073137 -0.145 0.031 -0.478 0.0614
H 1.573275 1.580847 1.692068 -0.248 0.072 -0.148 0.0460
H 3.167649 0.770186 1.522582 -0.379 -0.206 -0.076 0.0663
P 0.075669 -2.169550 -2.368689 -0.134 -0.789 -0.966 1.0357
P 2.030656 0.701098 -2.984884 1.254 0.547 -0.992 1.0105
C -0.501869 -0.536409 -2.915003 0.000 1.152 0.218 -0.3381
C 0.242893 0.564673 -3.171697 -0.991 -0.517 -0.024 -0.3382
C -0.580324 -3.206066 -3.766726 0.275 -0.479 -0.017 -0.3850
C -1.666477 -2.828262 -4.580354 0.271 0.099 0.082 -0.1010
C -1.898001 -3.492555 -5.789033 -0.297 0.105 -0.057 -0.0656
C -1.099263 -4.567241 -6.185891 0.253 0.078 0.374 -0.0526
C -0.100747 -5.023623 -5.314170 -0.031 -0.136 -0.051 -0.0677
C 0.155659 -4.366216 -4.110367 -0.172 0.564 0.097 -0.1030
C -1.133147 -2.466045 -1.024508 -0.298 1.822 0.623 -0.3428
C -0.857780 -1.638115 0.116927 -0.598 -0.660 -0.314 -0.3120
C -1.575554 -1.783617 1.330493 -0.640 0.324 -0.708 -0.1204
C -2.736233 -2.596530 1.306125 0.554 0.250 0.508 -0.0197
C -3.123084 -3.240799 0.131455 0.342 -0.023 -0.417 0.0061
C -2.316020 -3.191276 -1.030888 -0.271 -0.236 0.559 -0.0112
C 2.492382 1.191597 -4.754473 -0.270 -0.367 -0.386 -0.3478
C 2.133773 0.280272 -5.771979 0.290 0.214 0.126 -0.1158
C 2.603533 0.445933 -7.077962 0.058 0.250 0.040 -0.0762
C 3.419362 1.541399 -7.407931 -0.258 -0.036 0.495 -0.0669
C 3.697782 2.504626 -6.428496 -0.205 -0.196 0.052 -0.0687
C 3.226916 2.340488 -5.115981 -0.097 -0.308 0.249 -0.0819
C 2.229808 2.343684 -2.196606 -0.173 0.168 0.682 -0.4321
C 3.414191 2.570725 -1.460603 -0.468 -0.093 -0.107 -0.1319
C 3.575786 3.745571 -0.729009 -0.001 0.177 0.003 -0.0844
C 2.559016 4.711169 -0.724282 0.003 -0.117 -0.079 -0.0726
C 1.395912 4.509174 -1.475116 0.135 -0.088 -0.083 -0.0674
C 1.234431 3.331161 -2.215984 0.398 0.180 0.395 -0.0914
H -1.591172 -0.471966 -3.014641 0.303 0.117 -0.207 0.0775
H -0.256396 1.450121 -3.580295 -0.131 -0.388 0.148 0.0807
H -2.324031 -1.999284 -4.281308 0.398 -0.363 -0.336 0.1022
H -2.713036 -3.147677 -6.437818 0.362 -0.190 0.321 0.1189
H -1.243324 -5.047043 -7.161968 0.000 0.212 0.528 0.1218
H 0.503427 -5.892498 -5.583884 -0.216 0.270 0.074 0.1156
H 0.937006 -4.726164 -3.425068 -0.247 0.207 -0.513 0.1029
H -0.176699 -0.753961 -0.116403 -1.111 -0.612 -0.268 0.0641
H -1.339289 -1.197306 2.252711 -0.327 -0.290 -0.469 0.0874
H -3.351263 -2.684927 2.209981 0.349 0.022 -0.395 0.1346
H -4.062828 -3.807106 0.102010 0.443 0.307 0.073 0.1375
H -2.654937 -3.683046 -1.946361 0.288 -0.021 0.317 0.1257
H 1.474324 -0.561895 -5.532360 0.343 0.163 -0.126 0.0922
H 2.329850 -0.278702 -7.848640 0.096 0.235 0.272 0.1095
H 3.809074 1.654121 -8.422405 -0.169 -0.026 0.366 0.1127
H 4.277378 3.399123 -6.683392 -0.242 -0.412 0.123 0.1138
H 3.423612 3.116653 -4.367883 0.070 -0.351 -0.305 0.1013
H 4.202689 1.812452 -1.472082 -0.218 0.224 0.034 0.1008
H 4.502311 3.915082 -0.164444 -0.457 -0.048 -0.282 0.1140
H 2.682678 5.628676 -0.143491 -0.043 -0.313 -0.221 0.1129
H 0.614327 5.275363 -1.502691 0.330 -0.293 0.052 0.1142
H 0.330157 3.193206 -2.799875 0.121 0.095 0.102 0.0913
C 2.865436 -3.207690 2.974941 0.665 -0.164 -0.219 -0.0702
C 2.010401 -2.642598 4.055089 0.087 -0.628 1.855 -0.3784
C 2.014717 -2.912360 5.433023 0.649 -0.197 -1.787 -0.0005
C 1.028584 -2.091528 6.022900 -0.727 1.059 -1.213 0.0091
C 0.448428 -1.327718 5.002655 1.115 -1.349 0.547 -0.3139
C -0.659555 -0.381500 5.064164 -0.549 0.484 0.352 -0.0259
N 1.065266 -1.657560 3.799708 -0.776 0.605 -1.778 -0.1272
H 3.709969 -2.519922 2.704204 -0.453 -0.483 -0.152 0.1086
H 2.314580 -3.561163 2.044157 0.374 0.129 0.495 0.0703
H 3.337275 -4.136041 3.361301 -0.218 0.544 -0.445 0.1289
H 2.707376 -3.606375 5.905143 -0.350 0.169 -0.028 0.1240
H 0.724341 -2.015356 7.055567 0.152 -0.151 0.005 0.1223
H -1.163001 -0.495160 6.041929 0.180 0.290 -0.500 0.1130
H -0.332104 0.659184 4.925948 -0.160 -0.390 0.215 0.0674
H -1.415466 -0.564581 4.294635 0.122 -0.050 0.165 0.0480
```
Positions in Å, forces in eV/Å.

highest occupied orbital energy (spin up / spin down) = -12.649 / -12.650 eV
electronic energy = -76221.0139 eV
total charge = +2
Kohn-Sham gap (spin up / spin down) = 3.80 / 3.90 eV

Below is a molecular structure, AlBH24O10 at a distorted geometry, with properties calculated with wB97M-V/def2-TZVPD.

```
36
Properties=species:S:1:pos:R:3:forces:R:3:lowdin_charge:R:1
Al 1.653255 -1.473870 1.825580 -1.460 1.301 -1.751 1.4994
B 0.392898 0.502751 -0.400504 1.046 1.382 2.692 -0.3242
H 0.007963 0.369405 -1.399650 -1.976 -1.838 -4.258 0.0323
H 0.422783 1.567061 -0.225627 0.543 3.423 1.419 0.0038
H -0.241498 -0.050585 0.274482 -3.874 -2.003 2.334 0.0102
H 1.361879 0.028619 -0.423509 4.482 -1.666 -1.155 -0.0196
O 2.727453 -2.609527 -0.849358 0.040 0.160 1.169 -0.0767
H 3.533306 -3.061012 -1.100352 0.444 -0.214 0.180 0.0690
H 2.330835 -2.346867 -1.679979 -0.558 0.112 -0.474 0.0021
O 0.628488 1.758543 -3.397814 -0.680 -0.306 0.129 0.1374
H 1.059434 2.550892 -3.077353 0.209 0.730 0.008 0.0910
H 0.876666 1.079793 -2.770164 0.543 -0.465 -0.051 0.0060
O -1.724470 2.417275 -1.281740 -0.591 0.298 0.014 0.0513
H -1.515492 1.515000 -1.523537 0.026 -0.223 -0.422 0.0163
H -1.176184 2.594007 -0.517294 0.283 0.245 0.046 0.0110
O -3.177951 -1.020003 0.282192 0.575 0.085 0.333 -0.0002
H -4.012136 -0.941223 -0.180570 -0.547 0.060 0.035 0.0770
H -2.571147 -1.363292 -0.373685 0.271 -0.209 -0.300 0.0253
O 0.868471 -1.695063 -2.586836 0.093 -0.086 -0.098 -0.0128
H 0.734524 -0.937902 -2.016742 -0.032 -0.002 0.209 -0.0355
H 0.015116 -1.842370 -2.994637 -0.180 -0.188 -0.505 0.0840
O 2.901054 1.468577 1.004941 -0.163 -0.493 0.642 -0.0265
H 3.545710 2.034480 0.580190 0.599 0.220 0.038 0.0763
H 2.209844 1.359804 0.351770 -0.228 0.075 -0.304 -0.0428
O -1.443266 -1.895753 2.497481 1.237 -0.468 0.127 -0.0153
H -1.868889 -1.593763 3.299907 -0.164 0.053 0.477 0.0764
H -1.993492 -1.556295 1.791610 -0.601 0.433 -0.716 0.0036
O 0.090678 0.803165 3.085434 0.661 -1.977 -0.347 -0.0248
H -0.301223 0.635829 3.942551 -0.069 -0.069 0.536 0.0750
H -0.194402 1.688666 2.859954 -0.309 1.489 -0.435 0.0064
O -1.045004 3.177220 2.284000 0.348 -0.529 0.226 0.0088
H -1.690240 2.893235 1.636507 -0.598 -0.001 -0.102 0.0589
H -0.311812 3.506098 1.763906 0.327 0.547 -0.094 0.0665
O -0.578933 -2.834412 -0.110074 0.217 0.675 0.444 -0.0397
H -0.435881 -3.248534 -0.961113 0.386 -0.192 -0.430 0.0618
H -1.078335 -3.479948 0.390029 -0.301 -0.359 0.384 0.0686
```
Positions in Å, forces in eV/Å.

energy above the lowest of the compared OMol25 structures with the same formula, charge and spin = 301.2 kJ/mol
highest occupied orbital energy = -17.605 eV
electronic energy = -28111.1554 eV
total charge = +2
Kohn-Sham gap = 3.10 eV